Record 1
{"formula": "C40H31N2O6P2Pd", "method": "wB97M-V/def2-TZVPD", "symbols": ["Pd", "P", "P", "O", "O", "O", "O", "O", "O", "N", "N", "C", "C", "C", "C", "C", "C", "C", "C", "C", "C", "C", "C", "C", "C", "C", "C", "C", "C", "C", "C", "C", "C", "C", "C", "C", "C", "C", "C", "C", "C", "C", "C", "C", "C", "C", "C", "C", "C", "C", "C", "H", "H", "H", "H", "H", "H", "H", "H", "H", "H", "H", "H", "H", "H", "H", "H", "H", "H", "H", "H", "H", "H", "H", "H", "H", "H", "H", "H", "H", "H", "H"], "positions_angstrom": [[1.134, -0.060, -1.855], [-0.758, -0.155, -0.703], [-2.318, 0.681, 1.917], [0.190, -0.865, -3.563], [2.434, 2.750, -1.317], [5.292, 1.623, -1.754], [4.669, -0.464, -1.331], [0.324, -1.171, -5.762], [2.143, -1.060, 1.148], [2.756, -0.026, -3.465], [2.022, 0.735, -0.296], [-1.930, 0.935, -1.534], [-3.666, 2.763, -2.704], [-3.064, -0.989, 1.977], [-4.170, 1.715, -1.947], [3.220, 2.265, 0.950], [-0.609, -4.150, -0.252], [-2.973, -3.372, 2.339], [-3.307, 0.807, -1.356], [-2.373, 0.359, 4.688], [-1.727, -4.621, -0.930], [3.712, 0.989, 2.941], [2.216, -0.265, -4.665], [-1.613, 0.809, 3.608], [-2.297, 2.911, -2.866], [4.658, 0.483, -2.057], [-2.335, -2.368, -1.514], [-2.584, -3.732, -1.560], [-0.713, 0.325, 1.036], [-1.427, 2.001, -2.283], [3.155, 1.091, 1.685], [4.410, 3.301, 2.711], [2.888, -0.082, -5.860], [4.344, 2.123, 3.447], [-1.231, -1.893, -0.813], [2.404, 0.088, 0.869], [-0.395, 1.438, 3.864], [-5.046, -2.343, 1.683], [-1.919, 0.520, 5.987], [-4.321, -3.477, 2.012], [-0.700, 1.136, 6.231], [-0.356, -2.790, -0.193], [3.847, 3.391, 1.439], [0.059, 1.596, 5.166], [4.189, 0.398, -5.808], [2.532, 2.014, -0.352], [-2.351, -2.135, 2.328], [0.823, -0.784, -4.609], [4.755, 0.646, -4.570], [-4.417, -1.103, 1.667], [4.009, 0.407, -3.420], [-1.926, -5.684, -0.972], [0.068, -4.842, 0.231], [-1.305, -2.059, 2.604], [-0.346, 1.259, 7.245], [4.966, 2.368, -2.278], [2.402, -0.311, -6.796], [3.896, 4.303, 0.860], [-2.520, 0.159, 6.812], [-2.999, -1.688, -2.028], [3.659, 0.066, 3.503], [-4.344, 3.475, -3.158], [1.009, 2.082, 5.344], [-4.806, -4.444, 2.027], [4.796, 2.089, 4.429], [-1.902, 3.740, -3.437], [-3.709, 0.008, -0.746], [0.221, 1.816, 3.056], [4.754, 0.558, -6.715], [-3.451, -4.099, -2.093], [-4.984, -0.212, 1.424], [5.776, 0.994, -4.485], [-3.324, -0.131, 4.513], [4.911, 4.161, 3.135], [-6.099, -2.418, 1.447], [-5.237, 1.610, -1.807], [-0.580, -1.499, -5.628], [-0.155, 1.265, 1.050], [-0.356, 2.135, -2.392], [-2.411, -4.256, 2.609], [0.520, -2.423, 0.332], [-0.114, -0.420, 1.562]], "lumo_ev": -3.9, "charge": 1, "homo_lumo_gap_ev": 6.6}

=====

Record 2
{"formula": "C6H10O", "method": "wB97M-V/def2-TZVPD", "symbols": ["O", "C", "C", "C", "C", "C", "C", "H", "H", "H", "H", "H", "H", "H", "H", "H", "H"], "positions_angstrom": [[0.428, -0.487, 1.924], [-2.124, -0.425, 0.610], [-0.639, 0.823, -0.758], [1.667, -0.137, -0.093], [-1.315, -0.438, -0.910], [0.798, 1.087, -0.357], [1.240, -0.898, 1.133], [-1.740, -0.815, 1.584], [1.308, 1.707, -1.117], [-2.731, 0.448, 0.871], [-1.134, 1.708, -1.170], [1.713, -0.822, -0.949], [0.786, 1.707, 0.547], [2.712, 0.161, 0.082], [1.745, -1.869, 1.303], [-2.072, -0.449, -1.697], [-0.641, -1.301, -1.003]], "lumo_ev": [0.7, 0.8], "charge": 0, "e_above_lowest_kcal_mol": 93.1, "homo_lumo_gap_ev": [8.0, 8.7]}

=====

Record 3
{"formula": "F4K3N2NaO8S4", "method": "wB97M-V/def2-TZVPD", "symbols": ["K", "K", "K", "S", "S", "S", "S", "Na", "F", "F", "F", "F", "O", "O", "O", "O", "O", "O", "O", "O", "N", "N"], "positions_angstrom": [[-2.317, -0.874, -6.884], [1.491, -5.972, -2.669], [-3.969, 2.289, 3.367], [-1.855, -0.531, -1.606], [3.347, -0.787, 1.947], [-1.332, 1.758, -1.965], [2.334, 0.251, 3.856], [-5.972, 0.515, -4.002], [-1.778, 2.933, -2.977], [4.391, -0.095, 0.971], [-3.389, -1.060, -1.636], [2.796, 1.566, 4.684], [4.257, -1.646, 2.712], [0.851, 0.482, 3.759], [-1.896, -0.327, -0.187], [0.088, 1.604, -2.273], [2.915, -0.760, 4.750], [-1.880, 2.302, -0.743], [2.294, -1.381, 1.121], [-1.180, -1.636, -2.267], [-2.207, 0.694, -2.645], [3.010, 0.676, 2.689]], "lumo_ev": -8.1, "charge": 2, "homo_lumo_gap_ev": 2.7}

=====

Record 4
{"formula": "C10H13N2O3", "method": "wB97M-V/def2-TZVPD", "symbols": ["O", "O", "O", "N", "N", "C", "C", "C", "C", "C", "C", "C", "C", "C", "C", "H", "H", "H", "H", "H", "H", "H", "H", "H", "H", "H", "H", "H"], "positions_angstrom": [[1.474, -0.463, 1.631], [-1.568, -3.253, -0.607], [3.210, -0.209, -0.809], [-1.938, 1.263, 0.110], [-0.897, -0.750, 0.217], [0.033, -1.790, 0.361], [-0.798, 0.531, -0.085], [1.293, -1.552, 0.952], [-0.366, -3.046, -0.306], [0.482, 1.213, -0.604], [-3.175, 0.768, 0.633], [2.744, 0.259, 1.619], [3.426, 0.319, 0.447], [2.230, -0.358, -1.740], [1.022, 0.257, -1.649], [4.381, 0.855, 0.506], [0.411, 0.161, -2.562], [-4.032, 1.225, 0.073], [2.662, -0.891, -2.502], [0.369, -3.868, -0.349], [-3.392, 1.230, 1.666], [1.270, 1.379, 0.192], [-1.780, -1.172, 0.019], [2.113, -2.377, 1.009], [-3.402, -0.280, 0.582], [-1.802, 2.333, 0.017], [0.277, 2.156, -1.121], [3.035, 0.456, 2.647]], "smiles": "C/[NH+]=C1/C/C=C\\O/C=C\\O/C=C(/C=O)N1", "lumo_ev": -3.6, "charge": 1, "e_above_lowest_kcal_mol": 65.1, "homo_lumo_gap_ev": 8.5}

=====

Record 5
{"formula": "C26H50F14InN3O26S10", "method": "wB97M-V/def2-TZVPD", "symbols": ["In", "S", "S", "S", "S", "S", "S", "S", "S", "S", "S", "F", "F", "F", "F", "F", "F", "F", "F", "F", "F", "F", "F", "F", "F", "O", "O", "O", "O", "O", "O", "O", "O", "O", "O", "O", "O", "O", "O", "O", "O", "O", "O", "O", "O", "O", "O", "O", "O", "O", "O", "N", "N", "N", "C", "C", "C", "C", "C", "C", "C", "C", "C", "C", "C", "C", "C", "C", "C", "C", "C", "C", "C", "C", "C", "C", "C", "C", "C", "C", "H", "H", "H", "H", "H", "H", "H", "H", "H", "H", "H", "H", "H", "H", "H", "H", "H", "H", "H", "H", "H", "H", "H", "H", "H", "H", "H", "H", "H", "H", "H", "H", "H", "H", "H", "H", "H", "H", "H", "H", "H", "H", "H", "H", "H", "H", "H", "H", "H", "H"], "positions_angstrom": [[-6.388, 2.335, -1.729], [-9.577, -0.092, 4.145], [-1.236, -0.975, 1.808], [3.075, 4.684, 9.831], [1.955, 3.492, -4.964], [-3.710, 8.693, 1.082], [-5.704, 8.910, -0.546], [-10.326, 2.269, 3.866], [0.638, -4.888, -9.034], [6.569, -6.063, -0.666], [-1.226, -2.179, -0.129], [-3.618, 10.315, -1.691], [-12.314, 2.897, 2.198], [-5.104, 9.568, -3.080], [-12.757, 1.128, 3.320], [-12.867, 2.963, 4.303], [-1.993, -2.138, -1.593], [-1.915, 6.711, 0.896], [-1.293, 8.487, 2.144], [-1.225, 8.477, -0.026], [-2.333, 0.179, 2.149], [-10.816, -2.205, 3.068], [-8.946, -2.720, 4.159], [-5.662, 11.294, -1.767], [-8.797, -1.885, 2.139], [-4.967, 1.728, -7.291], [0.008, -0.271, 1.863], [-9.739, 3.413, 3.196], [-6.427, 4.052, -7.164], [-8.294, 0.006, 4.891], [0.196, -6.013, -9.771], [-10.757, -0.197, 4.974], [0.114, -1.816, -0.599], [9.873, 3.494, 3.701], [8.004, 1.270, 3.860], [3.960, 5.455, 8.947], [2.222, 5.438, 10.728], [-3.643, 10.143, 1.011], [-6.685, 8.065, -1.259], [-0.154, -7.665, 5.097], [-2.520, -9.179, 4.150], [-4.215, 8.179, 2.359], [-10.206, 2.352, 5.321], [-1.524, -1.955, 2.846], [6.787, -5.772, -2.077], [6.694, -5.021, 0.316], [-1.546, -3.533, 0.265], [0.694, 3.197, -4.259], [2.071, 4.789, -5.693], [-6.242, 9.671, 0.594], [-0.241, -3.836, -8.490], [-4.356, 7.854, -0.116], [-9.756, 0.879, 2.923], [-2.122, -1.072, 0.276], [2.204, 2.096, 9.634], [-0.807, -8.729, 5.672], [1.625, -5.640, -7.664], [3.884, 3.413, 10.881], [-2.300, -8.765, 5.499], [-9.550, -1.840, 3.284], [7.725, -7.395, -0.208], [2.851, -6.239, -8.400], [7.032, -8.752, -0.485], [3.673, 2.076, 10.177], [5.554, -8.652, -0.160], [8.508, 3.706, 3.706], [-12.199, 2.322, 3.383], [2.214, -4.160, -9.743], [-4.938, 10.122, -1.886], [-5.439, 3.847, -8.251], [4.442, 2.740, -4.889], [7.851, 2.455, 3.092], [3.817, 1.543, -5.705], [-1.927, 8.009, 1.026], [3.339, 3.142, -3.833], [-5.226, 2.421, -8.533], [2.138, 3.403, 8.824], [3.468, -5.017, -9.215], [2.405, 2.112, -6.163], [5.056, -7.134, -0.377], [1.226, 3.956, 8.601], [2.017, -4.134, -10.815], [3.045, 2.283, -3.231], [4.434, 2.007, 9.399], [7.140, -9.064, -1.524], [1.704, 1.292, -6.003], [4.928, 3.680, 11.049], [7.790, 0.555, 3.256], [4.406, 1.363, -6.605], [1.525, 2.163, 10.483], [-6.979, 4.807, -7.381], [2.355, 2.570, -7.151], [8.695, -7.273, -0.690], [8.139, 3.785, 4.729], [4.934, -9.380, -0.683], [-2.024, -8.588, 3.578], [-0.422, -8.634, 6.687], [2.769, 3.314, 7.939], [-4.561, 4.389, -7.900], [2.046, -4.947, -6.936], [6.791, 2.574, 2.869], [3.338, 3.307, 11.818], [4.534, -6.840, 0.534], [3.587, 4.049, -3.281], [2.211, -3.100, -9.489], [-2.707, -9.515, 6.177], [-0.340, -9.581, 5.177], [-6.103, 1.857, -8.849], [1.038, -6.393, -7.137], [8.215, 2.236, 2.088], [3.877, 1.291, 10.905], [3.590, -6.721, -7.760], [7.926, -7.125, 0.829], [-4.633, 0.839, -7.428], [7.445, -9.553, 0.128], [3.787, 0.706, -5.008], [-5.768, 4.274, -9.199], [5.450, -8.804, 0.914], [4.234, -5.332, -9.924], [2.477, -7.129, -8.906], [5.354, 2.525, -4.332], [-0.773, -6.957, 5.291], [4.671, 3.579, -5.548], [9.946, 2.700, 4.235], [4.362, -6.932, -1.194], [8.329, 4.606, 3.116], [2.001, 1.219, 9.019], [4.058, -4.443, -8.501], [-2.753, -7.794, 5.701], [-4.368, 2.312, -9.197]], "lumo_ev": -8.5, "charge": 0, "homo_lumo_gap_ev": 1.4}

=====

Record 6
{"formula": "C13H23ClNTiTm", "method": "wB97M-V/def2-TZVPD", "symbols": ["Tm", "Ti", "Cl", "N", "C", "C", "C", "C", "C", "C", "C", "C", "C", "C", "C", "C", "C", "H", "H", "H", "H", "H", "H", "H", "H", "H", "H", "H", "H", "H", "H", "H", "H", "H", "H", "H", "H", "H", "H", "H"], "positions_angstrom": [[2.953, 3.141, 0.887], [0.277, 1.250, 1.146], [2.307, 0.838, 0.042], [-1.838, -3.271, -0.138], [4.855, 2.100, 1.564], [-3.098, -0.740, -1.231], [-0.909, 1.029, -1.318], [-0.688, -3.259, -0.994], [-1.866, 1.018, -2.350], [-2.976, 0.176, -2.272], [-1.111, 0.183, -0.225], [0.688, 2.967, 1.920], [-2.809, -4.289, -0.388], [-2.180, -2.066, 0.590], [3.663, 3.909, -1.169], [-2.071, -0.853, -0.285], [0.252, -0.298, 2.449], [0.602, -1.225, 1.978], [-3.761, 0.220, -3.027], [5.544, 2.910, 1.870], [1.003, 3.038, 2.998], [4.438, 3.292, -1.650], [0.925, 0.008, 3.256], [-0.442, -4.294, -1.287], [-1.762, 1.741, -3.160], [-3.420, -4.064, -1.280], [4.704, 1.388, 2.390], [-0.857, -2.682, -1.927], [-3.218, -2.184, 0.942], [2.874, 4.046, -1.928], [-0.792, -0.343, 2.805], [-2.288, -5.233, -0.589], [-3.967, -1.409, -1.175], [5.396, 1.533, 0.793], [0.295, 3.950, 1.558], [-1.525, -1.974, 1.467], [0.186, -2.821, -0.484], [-3.461, -4.379, 0.488], [-0.088, 1.770, -1.330], [4.165, 4.872, -0.934]], "lumo_ev": [2.2, 2.2], "charge": -1, "e_above_lowest_kcal_mol": 0.0, "multiplicity": 4, "homo_lumo_gap_ev": [5.3, 6.6], "s_squared": 3.757}